1.
A cluster of 2 separate species, H5P3S in total in a non-equilibrium geometry. Source: the Open Molecules 2025 dataset; level of theory: ωB97M-V/def2-TZVPD.

For the energy, the calculation gives -38778.9601 eV. The HOMO-LUMO gap (alpha / beta) is 7.233 / 6.286 eV.

ORCA input file:
```
! wB97M-V def2-TZVPD RIJCOSX def2/J DEFGRID3
* xyz 0 1
P -0.866 -1.237 0.018
P 0.743 0.913 -1.229
P 0.065 -0.897 1.838
S 1.273 1.990 0.588
H 0.198 -1.993 -0.404
H -1.803 -2.151 0.150
H -0.357 1.759 -1.315
H 1.536 1.538 -2.158
H -0.789 0.077 2.512
*
```



2.
The molecule H5P3S in a non-equilibrium geometry. Source: the Open Molecules 2025 dataset; level of theory: ωB97M-V/def2-TZVPD.

For the energy, the calculation gives -38780.7678 eV. Its structure (SMILES) is P[PH]#S#[PH2]. The HOMO-LUMO gap is 8.388 eV.

ORCA input file:
```
! wB97M-V def2-TZVPD RIJCOSX def2/J DEFGRID3
* xyz 0 1
P 1.973 0.043 -0.570
P -2.319 0.484 0.400
P 0.751 -1.133 0.763
S -1.272 -0.916 -0.731
H 0.955 0.909 -0.165
H 2.879 0.377 0.589
H -3.028 0.649 -0.801
H -3.146 -0.561 0.714
H 0.791 -2.402 0.154
*
```



3.
The molecule H5PSi in a non-equilibrium geometry. Source: the Open Molecules 2025 dataset; level of theory: ωB97M-V/def2-TZVPD.

For the energy, the calculation gives -17245.6776 eV. Its structure (SMILES) is [SiH3]P. The HOMO-LUMO gap is 10.515 eV.

ORCA input file:
```
! wB97M-V def2-TZVPD RIJCOSX def2/J DEFGRID3
* xyz 0 1
Si 0.717 0.369 -0.043
P -1.626 0.137 -0.068
H 1.000 0.662 -1.378
H 1.192 -0.958 0.557
H -1.365 -1.279 -0.595
H -1.553 -0.382 1.210
H 1.634 1.452 0.316
*
```



4.
A structure of composition H5S3. Source: the Open Molecules 2025 dataset; level of theory: ωB97M-V/def2-TZVPD.

For the energy, the calculation gives -32584.5728 eV. The HOMO-LUMO gap (alpha / beta) is 10.287 / 6.311 eV. As for the expectation value of S²: 0.76.

ORCA input file:
```
! wB97M-V def2-TZVPD RIJCOSX def2/J DEFGRID3
* xyz 0 2
S -0.280 1.913 -0.274
H -0.516 1.235 -1.409
S 1.411 -1.366 -1.477
H 0.083 -1.521 -1.530
H 1.492 -0.552 -0.421
S -1.076 -0.428 1.659
H -0.639 0.763 0.656
H -0.475 -0.044 2.797
*
```



5.
A cluster of 30 separate species, H60O30 in total in a non-equilibrium geometry. Source: the Open Molecules 2025 dataset; level of theory: ωB97M-V/def2-TZVPD.

For the energy, the calculation gives -62405.0013 eV. The HOMO-LUMO gap is 11.182 eV.

ORCA input file:
```
! wB97M-V def2-TZVPD RIJCOSX def2/J DEFGRID3
* xyz 0 1
O -3.749 -1.434 -2.776
H -4.116 -0.689 -3.266
H -3.762 -1.091 -1.839
O 3.416 -0.069 2.504
H 4.355 -0.252 2.523
H 2.853 -0.746 2.117
O -0.112 -4.566 3.140
H -1.044 -4.379 2.919
H 0.348 -4.345 2.299
O -4.091 4.118 -1.206
H -3.500 3.470 -1.489
H -4.705 4.170 -1.872
O -0.196 5.502 -1.739
H -1.051 5.549 -1.305
H -0.056 4.584 -2.015
O -4.296 3.277 1.421
H -4.350 3.499 0.487
H -3.666 3.932 1.797
O 3.358 2.828 -2.896
H 3.571 3.312 -2.053
H 2.481 3.051 -3.121
O 0.515 -4.875 -1.966
H -0.374 -4.819 -2.275
H 1.063 -4.450 -2.663
O 1.398 -3.548 5.257
H 2.143 -3.895 5.723
H 1.084 -4.158 4.551
O -0.355 2.062 2.169
H -0.004 1.409 2.786
H 0.426 2.037 1.528
O -2.362 -1.956 3.520
H -2.820 -1.098 3.383
H -1.826 -1.953 4.326
O 0.212 -3.676 0.670
H -0.787 -3.477 0.680
H 0.266 -3.955 -0.273
O -3.238 0.562 2.109
H -3.933 1.183 2.014
H -2.464 1.150 2.170
O -2.531 -4.656 -3.156
H -2.672 -5.592 -3.378
H -3.352 -4.340 -2.743
O -0.711 -1.508 -2.685
H -1.699 -1.433 -2.584
H -0.525 -2.386 -3.031
O 0.046 -0.023 -0.534
H 0.025 -0.791 -1.084
H 0.529 -0.277 0.291
O 1.231 -1.412 1.882
H 0.692 -1.281 2.728
H 0.785 -2.071 1.331
O -2.652 -2.998 1.106
H -2.311 -2.690 1.951
H -2.735 -2.202 0.538
O -2.714 2.043 -2.525
H -1.782 2.268 -2.595
H -2.715 1.423 -1.806
O 0.112 -1.114 4.411
H 0.620 -1.826 4.833
H 0.348 -0.280 4.822
O -2.698 -0.056 -0.434
H -1.753 0.111 -0.510
H -2.919 0.308 0.428
O 2.283 1.891 1.012
H 2.762 1.218 1.510
H 2.832 2.664 0.701
O 3.769 -2.721 -1.690
H 3.560 -1.777 -1.698
H 2.973 -3.165 -1.282
O 0.122 0.677 -4.200
H -0.643 0.230 -4.550
H 0.527 -0.048 -3.754
O 2.924 -0.025 -1.959
H 3.223 0.752 -2.416
H 2.647 0.418 -1.131
O 3.913 4.056 0.139
H 4.598 4.281 0.763
H 3.348 4.886 0.130
O 0.541 2.756 -2.150
H 0.361 2.140 -2.863
H 0.845 2.265 -1.370
O 2.433 6.166 -0.795
H 3.192 6.422 -1.333
H 1.602 6.284 -1.252
O 2.353 -3.552 -3.856
H 3.070 -3.195 -3.258
H 2.733 -4.074 -4.576
O 0.944 1.592 5.163
H 1.386 2.144 4.487
H 0.448 2.232 5.637
*
```



6.
A cluster of 34 separate species, H68O34 in total in a non-equilibrium geometry. Source: the Open Molecules 2025 dataset; level of theory: ωB97M-V/def2-TZVPD.

For the energy, the calculation gives -70722.0132 eV. The HOMO-LUMO gap is 8.670 eV.

ORCA input file:
```
! wB97M-V def2-TZVPD RIJCOSX def2/J DEFGRID3
* xyz 0 1
O -1.224 -0.158 2.437
H -0.739 0.666 2.393
H -0.663 -0.741 2.949
O 1.870 0.419 5.188
H 2.632 0.362 4.611
H 1.243 0.958 4.705
O 3.738 -2.944 2.159
H 3.182 -2.853 1.385
H 4.566 -2.534 1.908
O -3.427 2.687 -3.862
H -2.804 2.646 -4.588
H -3.982 1.916 -3.978
O 4.702 -2.166 -1.954
H 4.478 -3.074 -1.746
H 3.913 -1.813 -2.366
O -5.642 0.877 -1.093
H -5.703 0.915 -2.048
H -5.835 -0.035 -0.876
O -2.559 -1.520 0.636
H -2.074 -1.493 -0.189
H -2.131 -0.865 1.188
O -4.272 2.525 0.378
H -4.995 2.086 -0.070
H -4.699 3.103 1.011
O -1.393 -4.292 1.208
H -1.496 -3.432 0.801
H -1.477 -4.912 0.484
O 4.575 1.433 2.347
H 4.797 1.174 1.452
H 4.567 0.613 2.840
O 0.942 -4.913 2.436
H 0.240 -4.559 1.890
H 1.583 -4.205 2.491
O -2.306 1.449 -1.038
H -2.940 1.865 -0.455
H -2.546 1.756 -1.912
O 1.475 0.255 1.631
H 1.590 1.163 1.352
H 2.106 0.140 2.341
O 4.756 0.775 -0.248
H 4.911 0.168 -0.971
H 4.134 1.413 -0.600
O 2.728 2.391 -0.952
H 1.903 2.381 -0.466
H 2.474 2.220 -1.859
O -1.420 -1.802 -2.045
H -1.581 -1.314 -2.852
H -0.788 -1.269 -1.564
O 2.002 -4.800 -1.126
H 2.855 -5.114 -0.824
H 1.656 -4.300 -0.387
O -1.758 -0.321 -4.277
H -2.714 -0.285 -4.252
H -1.536 -0.174 -5.197
O 3.411 5.013 0.058
H 3.234 4.073 0.095
H 4.364 5.076 0.003
O 0.311 -1.732 3.753
H 0.325 -2.129 4.624
H 1.101 -2.064 3.326
O -1.906 4.178 0.502
H -2.704 3.841 0.093
H -2.203 4.567 1.324
O 2.546 -1.082 -3.092
H 1.860 -0.559 -2.677
H 2.074 -1.684 -3.667
O -4.647 -1.840 -1.844
H -3.833 -2.295 -1.629
H -4.371 -1.091 -2.371
O 0.707 2.795 0.872
H 1.049 3.500 1.422
H -0.202 3.042 0.703
O 0.496 2.254 3.832
H 0.893 3.086 3.573
H -0.352 2.498 4.203
O 3.163 1.788 -4.274
H 2.780 1.736 -5.150
H 2.410 1.791 -3.683
O 1.405 -2.515 0.488
H 1.331 -1.684 0.958
H 1.391 -2.269 -0.437
O 0.074 4.861 -3.774
H -0.373 4.015 -3.818
H 0.065 5.089 -2.844
O 0.746 1.422 -2.895
H 0.093 1.604 -3.571
H 0.233 1.181 -2.124
O -4.304 0.057 3.872
H -3.997 -0.464 4.614
H -3.506 0.293 3.399
O -2.786 -4.159 -2.761
H -2.276 -4.968 -2.736
H -2.158 -3.472 -2.537
O -0.037 0.154 -0.499
H -0.788 0.747 -0.479
H 0.290 0.151 0.401
O 3.831 -0.653 3.739
H 3.788 -1.437 3.193
H 4.359 -0.913 4.493
O -5.282 -1.580 1.560
H -4.521 -1.552 0.980
H -4.992 -1.137 2.357
*
```



7.
A cluster of 34 separate species, H68O34 in total in a non-equilibrium geometry. Source: the Open Molecules 2025 dataset; level of theory: ωB97M-V/def2-TZVPD.

For the energy, the calculation gives -70723.4126 eV. The HOMO-LUMO gap is 9.345 eV.

ORCA input file:
```
! wB97M-V def2-TZVPD RIJCOSX def2/J DEFGRID3
* xyz 0 1
O -21.553 -12.322 -5.597
H -21.059 -12.341 -6.417
H -21.433 -11.433 -5.265
O -18.563 -14.282 -3.069
H -18.687 -13.344 -2.929
H -17.786 -14.502 -2.556
O -17.689 -8.710 -4.935
H -17.696 -8.457 -5.859
H -17.104 -9.467 -4.898
O -15.782 -12.523 -3.146
H -14.943 -12.785 -3.524
H -15.552 -12.105 -2.317
O -20.300 -15.055 1.207
H -20.980 -15.526 1.689
H -20.432 -15.311 0.294
O -13.502 -13.277 -4.587
H -13.618 -14.042 -5.150
H -12.713 -12.851 -4.921
O -21.563 -11.541 0.182
H -21.865 -12.445 0.261
H -20.632 -11.617 -0.028
O -19.245 -10.754 -6.760
H -19.337 -11.554 -7.278
H -18.596 -10.975 -6.091
O -16.948 -15.021 -0.947
H -16.030 -14.751 -0.981
H -16.919 -15.934 -0.660
O -17.481 -15.698 2.059
H -17.863 -16.574 2.119
H -17.879 -15.316 1.277
O -16.953 -10.440 1.174
H -17.568 -11.164 1.290
H -17.172 -9.825 1.873
O -19.064 -11.620 -3.229
H -18.616 -10.966 -2.693
H -18.479 -11.760 -3.974
O -17.454 -10.179 -1.492
H -17.171 -10.454 -0.620
H -17.589 -9.234 -1.412
O -19.004 -12.264 2.365
H -19.461 -12.938 1.862
H -19.677 -11.897 2.939
O -24.101 -12.826 -4.159
H -23.293 -12.436 -4.492
H -24.776 -12.173 -4.344
O -17.073 -11.355 -5.259
H -16.336 -11.552 -4.680
H -16.826 -11.741 -6.100
O -16.121 -14.915 -5.148
H -16.506 -14.163 -4.696
H -16.192 -15.634 -4.520
O -21.023 -9.938 -4.063
H -20.508 -10.678 -3.743
H -20.372 -9.285 -4.321
O -15.041 -13.730 1.882
H -15.755 -14.332 1.671
H -15.205 -13.473 2.790
O -19.589 -18.539 -6.324
H -19.561 -17.598 -6.153
H -19.307 -18.941 -5.502
O -22.422 -15.388 -4.348
H -22.360 -14.656 -4.962
H -23.150 -15.156 -3.771
O -15.901 -12.775 -7.263
H -15.889 -13.564 -6.721
H -16.189 -13.079 -8.124
O -20.365 -15.931 -1.318
H -19.710 -15.569 -1.914
H -21.193 -15.548 -1.610
O -18.332 -17.523 -0.341
H -19.094 -16.972 -0.520
H -18.608 -18.403 -0.596
O -23.367 -10.804 -2.195
H -23.134 -11.655 -2.566
H -22.640 -10.590 -1.611
O -15.469 -17.528 0.580
H -15.361 -17.115 1.436
H -16.403 -17.731 0.526
O -16.574 -19.475 -4.809
H -16.034 -18.794 -4.409
H -16.079 -19.751 -5.581
O -15.181 -11.758 -0.501
H -15.544 -11.092 0.082
H -14.948 -12.483 0.079
O -19.681 -15.783 -5.435
H -20.553 -15.639 -5.066
H -19.143 -15.088 -5.056
O -14.836 -17.347 -3.802
H -14.946 -16.584 -3.235
H -14.151 -17.864 -3.377
O -22.694 -14.373 -0.485
H -23.566 -14.051 -0.258
H -22.818 -15.310 -0.641
O -21.320 -18.265 -3.221
H -20.489 -17.831 -3.029
H -21.947 -17.858 -2.623
O -19.232 -12.639 -0.359
H -18.644 -13.373 -0.186
H -18.920 -12.270 -1.185
O -14.274 -15.194 -2.057
H -13.831 -14.500 -2.545
H -13.599 -15.861 -1.924
*
```



8.
A cluster of 2 separate species, H6IP5 in total in a non-equilibrium geometry. Source: the Open Molecules 2025 dataset; level of theory: ωB97M-V/def2-TZVPD.

For the energy, the calculation gives -54639.5268 eV. Its structure (SMILES) is [PH2]#P=P#[PH2].PI. The HOMO-LUMO gap is 7.637 eV.

ORCA input file:
```
! wB97M-V def2-TZVPD RIJCOSX def2/J DEFGRID3
* xyz 0 1
P 0.415 -1.687 1.519
P -1.594 1.232 -0.245
P 1.882 0.658 0.329
P 0.795 -2.212 -0.541
P 1.963 -0.702 -1.322
I -3.627 -0.048 0.023
H -0.693 -0.707 1.046
H -0.464 -2.702 1.660
H -1.480 0.966 -1.744
H -2.191 2.483 -0.545
H 1.788 1.853 -0.536
H 3.206 0.865 0.356
*
```



9.
A cluster of 2 separate species, H6N2 in total. Source: the Open Molecules 2025 dataset; level of theory: ωB97M-V/def2-TZVPD.

For the energy, the calculation gives -3077.6048 eV. Its structure (SMILES) is N.N. The HOMO-LUMO gap is 11.078 eV.

ORCA input file:
```
! wB97M-V def2-TZVPD RIJCOSX def2/J DEFGRID3
* xyz 0 1
N 2.040 -0.598 0.061
H 2.135 0.168 0.736
H 1.644 -1.395 0.570
H 1.338 -0.304 -0.626
N -1.986 0.325 -0.214
H -1.130 0.117 -0.739
H -1.710 0.459 0.764
H -2.331 1.229 -0.553
*
```



10.
A cluster of 2 separate species, H6N2 in total. Source: the Open Molecules 2025 dataset; level of theory: ωB97M-V/def2-TZVPD.

For the energy, the calculation gives -3077.6852 eV. Its structure (SMILES) is N.N. The HOMO-LUMO gap is 10.750 eV.

ORCA input file:
```
! wB97M-V def2-TZVPD RIJCOSX def2/J DEFGRID3
* xyz 0 1
N 0.270 -1.034 -1.502
H -0.157 -0.147 -1.789
H 1.091 -1.176 -2.099
H 0.616 -0.903 -0.546
N -0.322 0.590 1.365
H -0.710 1.225 0.659
H 0.313 1.145 1.947
H -1.101 0.301 1.965
*
```



11.
A cluster of 2 separate species, H6N2Si in total in a non-equilibrium geometry. Source: the Open Molecules 2025 dataset; level of theory: ωB97M-V/def2-TZVPD.

For the energy, the calculation gives -10953.2315 eV. Its structure (SMILES) is N=[SiH2].N. The HOMO-LUMO gap is 9.582 eV.

ORCA input file:
```
! wB97M-V def2-TZVPD RIJCOSX def2/J DEFGRID3
* xyz 0 1
N -0.043 -1.498 -1.079
N -1.295 2.037 0.544
Si 1.354 -1.559 -0.375
H -0.357 1.951 1.047
H -0.332 -0.818 -1.648
H -1.895 2.675 1.091
H -1.697 1.088 0.545
H 1.471 -2.619 0.659
H 2.795 -1.257 -0.784
*
```



12.
A cluster of 2 separate species, H6N3O4P2 in total in a non-equilibrium geometry. Source: the Open Molecules 2025 dataset; level of theory: ωB97M-V/def2-TZVPD.

For the energy, the calculation gives -31341.4346 eV. The HOMO-LUMO gap is 9.413 eV.

ORCA input file:
```
! wB97M-V def2-TZVPD RIJCOSX def2/J DEFGRID3
* xyz -1 1
N 1.250 -2.159 0.715
N -1.409 -1.853 0.171
N 0.789 2.488 -0.237
O 1.317 0.525 1.327
O 0.202 -3.133 -1.535
O -1.041 0.806 0.229
O 1.015 0.098 -1.255
P 0.060 -2.228 -0.368
P 0.508 0.848 0.042
H 2.118 -2.413 0.266
H 1.354 -1.087 1.149
H -1.289 -0.214 0.184
H -2.117 -2.044 -0.610
H -0.118 2.982 0.100
H 1.577 2.775 0.386
*
```